{"formula": "C47H103N9O7", "method": "ωB97M-V/def2-TZVPD", "multiplicity": 2, "gap_ev": [7.5, 3.3], "relative_energy_ev": 0.000, "total_charge": 1, "homo_ev": [-9.809, -9.809], "largest_force_ha_per_bohr": 0.12956, "symbols": ["C", "C", "C", "C", "C", "C", "N", "O", "C", "C", "C", "H", "H", "H", "H", "H", "H", "H", "H", "H", "H", "H", "H", "H", "H", "H", "H", "H", "H", "H", "C", "C", "C", "C", "C", "C", "N", "O", "C", "C", "C", "H", "H", "H", "H", "H", "H", "H", "H", "H", "H", "H", "H", "H", "H", "H", "H", "H", "H", "H", "C", "C", "C", "C", "C", "C", "N", "O", "C", "C", "C", "H", "H", "H", "H", "H", "H", "H", "H", "H", "H", "H", "H", "H", "H", "H", "H", "H", "H", "H", "C", "C", "C", "C", "C", "C", "N", "O", "C", "C", "C", "H", "H", "H", "H", "H", "H", "H", "H", "H", "H", "H", "H", "H", "H", "H", "H", "H", "H", "H", "C", "C", "C", "C", "C", "C", "N", "O", "C", "C", "C", "H", "H", "H", "H", "H", "H", "H", "H", "H", "H", "H", "H", "H", "H", "H", "H", "H", "H", "H", "C", "O", "N", "N", "H", "H", "H", "H", "C", "O", "N", "N", "H", "H", "H", "H"], "xyz": [[24.69661, 13.73433, -21.52978], [25.13577, 14.13189, -22.90301], [24.68068, 15.56485, -23.05233], [25.35357, 16.38141, -24.14366], [26.86964, 16.20826, -24.03740], [27.43214, 14.72899, -23.99464], [26.59475, 14.09466, -22.90765], [27.12833, 12.81168, -22.63056], [27.48520, 14.08602, -25.45428], [28.81789, 14.85148, -23.58515], [24.47527, 13.15669, -23.97377], [24.97786, 14.49305, -20.79948], [24.93211, 12.77023, -21.07908], [23.61997, 13.77379, -21.36430], [23.63156, 15.55782, -23.34797], [24.75089, 16.14247, -22.13063], [25.10144, 17.44183, -24.15028], [25.07808, 16.00633, -25.12932], [27.29114, 16.78763, -23.21596], [27.22469, 16.70559, -24.94002], [27.53078, 12.99738, -25.42403], [26.48324, 14.30896, -25.82096], [28.28173, 14.42031, -26.11903], [29.36423, 15.42303, -24.33545], [28.96004, 15.36630, -22.63497], [29.37303, 13.91359, -23.56856], [24.47443, 13.47341, -25.01674], [23.45077, 12.90415, -23.70042], [24.92124, 12.16245, -23.94707], [27.37308, 12.91911, -21.70853], [24.36659, 8.86436, -26.44903], [24.84671, 9.03633, -27.90042], [25.01523, 7.49799, -28.53016], [23.65349, 6.86960, -29.04392], [22.95910, 7.84111, -29.91365], [22.59500, 9.16307, -29.09387], [23.88880, 9.76080, -28.74673], [23.80976, 11.08145, -28.33259], [21.91116, 10.03057, -30.15209], [21.66463, 8.85848, -27.92411], [26.23093, 9.68763, -28.02669], [23.57904, 9.55261, -26.14213], [25.22093, 8.98088, -25.78224], [24.04309, 7.85513, -26.19423], [25.71763, 7.41015, -29.35903], [25.47478, 6.89260, -27.74887], [22.97426, 6.72879, -28.20313], [23.72322, 5.90396, -29.54469], [22.05658, 7.25755, -30.09542], [23.58725, 8.02215, -30.78586], [22.66930, 10.28303, -30.89343], [21.09326, 9.51977, -30.66026], [21.39056, 10.89942, -29.74935], [21.47899, 9.68763, -27.24136], [20.63017, 8.81001, -28.26419], [21.91334, 8.02243, -27.27045], [26.42679, 9.79671, -29.09339], [26.91485, 9.20845, -27.32617], [26.16430, 10.64911, -27.51758], [24.30103, 11.43565, -29.07743], [25.64415, 19.65897, -31.29289], [24.10197, 19.56782, -31.54074], [23.72275, 17.99031, -31.57758], [23.64177, 17.21999, -30.21956], [22.56548, 18.07583, -29.36032], [22.92950, 19.58808, -29.08209], [23.35386, 20.22739, -30.43055], [23.52689, 21.58682, -30.33259], [21.68239, 20.23237, -28.44911], [24.08321, 19.62772, -28.10340], [23.68713, 20.14076, -32.95157], [25.68678, 18.96492, -30.45351], [25.93920, 20.62075, -30.87335], [26.30836, 19.37376, -32.10873], [22.84617, 17.71732, -32.16511], [24.51461, 17.38317, -32.01627], [24.55135, 17.18450, -29.61997], [23.20703, 16.22108, -30.25511], [22.58247, 17.52752, -28.41843], [21.55708, 18.01736, -29.76997], [20.80934, 20.25640, -29.10126], [21.30901, 19.68688, -27.58243], [21.80575, 21.21129, -27.98586], [23.84564, 19.51102, -27.04602], [24.87549, 18.92263, -28.35489], [24.63361, 20.56322, -28.20343], [23.90674, 21.19445, -32.77950], [22.60409, 20.03540, -33.01495], [24.28145, 19.73106, -33.76828], [24.24340, 21.55578, -29.69442], [19.31026, 17.42631, -25.70523], [18.94057, 15.94649, -26.15575], [18.73468, 16.00127, -27.72620], [18.56099, 14.61041, -28.38702], [19.14794, 13.52203, -27.63704], [20.39697, 13.87871, -26.68939], [20.11588, 15.14389, -25.93240], [20.60391, 15.24998, -24.65082], [20.68568, 12.62339, -25.79499], [21.57128, 14.04223, -27.59937], [17.61140, 15.66713, -25.44092], [18.59146, 18.13894, -26.10968], [20.31523, 17.77733, -25.93959], [19.34440, 17.53317, -24.62102], [17.89167, 16.59524, -28.07925], [19.51829, 16.63697, -28.13841], [18.87517, 14.83302, -29.40673], [17.47941, 14.53845, -28.50154], [19.47448, 12.88873, -28.46191], [18.40164, 12.91718, -27.12197], [21.56130, 12.77847, -25.16463], [19.90738, 12.38414, -25.07033], [20.79754, 11.70894, -26.37754], [21.42863, 14.79863, -28.37112], [22.45745, 14.32753, -27.03245], [22.00045, 13.11911, -27.98893], [17.38979, 14.60007, -25.46035], [16.76340, 16.33067, -25.61034], [17.81107, 15.77656, -24.37496], [19.98978, 14.73389, -24.12348], [19.58258, 21.73683, -21.34375], [20.77236, 22.19306, -22.23332], [22.00356, 22.55432, -21.41281], [23.33073, 22.75562, -22.16291], [23.54577, 21.50665, -23.11641], [22.36183, 21.05235, -23.98486], [21.10498, 21.08230, -23.15521], [20.02470, 20.59568, -23.93526], [22.33785, 21.91271, -25.22685], [22.69553, 19.51482, -24.35077], [20.24923, 23.41041, -23.13599], [18.62253, 21.61353, -21.84493], [19.41564, 22.47433, -20.55869], [19.84463, 20.79656, -20.85864], [21.72304, 23.52855, -21.01246], [22.13651, 21.96331, -20.50665], [24.14551, 22.72725, -21.43943], [23.50223, 23.66434, -22.73990], [23.53946, 20.62138, -22.48053], [24.51598, 21.52248, -23.61294], [23.02803, 21.55562, -25.99121], [21.30624, 21.97141, -25.57387], [22.68532, 22.93049, -25.04939], [22.87627, 18.91725, -23.45728], [21.80539, 19.14191, -24.85742], [23.61438, 19.42205, -24.92975], [21.15306, 23.67167, -23.68639], [20.15481, 24.30472, -22.52006], [19.53451, 23.41475, -23.95895], [19.85715, 19.78563, -23.44809], [13.64544, 15.41345, -26.03081], [13.41056, 15.37254, -27.19915], [13.62372, 14.28411, -25.39320], [14.17486, 16.40258, -25.37609], [14.11612, 14.15494, -24.52087], [13.33675, 13.47877, -25.93096], [14.38853, 16.24073, -24.40230], [14.30824, 17.30887, -25.80144], [18.06934, 16.32444, -20.93613], [18.33950, 17.33170, -21.46448], [17.66313, 16.07387, -19.75271], [18.25543, 15.24277, -21.57669], [17.78637, 16.84554, -19.11285], [17.33743, 15.17662, -19.42260], [18.56368, 15.42365, -22.52134], [18.21042, 14.36174, -21.08489]], "forces_ev_per_a": [[-1.1, -0.1, 2.2], [0.0, -1.4, -1.3], [-1.0, 1.4, -1.1], [1.1, -1.2, 0.0], [0.1, 0.1, -1.1], [-2.2, 0.9, -0.7], [1.7, 0.9, -1.0], [-0.5, -0.1, 0.0], [-1.9, -0.3, 1.4], [2.6, 0.0, 0.8], [0.1, -0.1, 0.7], [0.7, 0.0, 0.0], [0.6, -0.2, -0.7], [-0.4, 0.0, -0.8], [-0.4, -0.2, 0.5], [0.2, -0.3, 0.2], [-0.2, 0.0, 0.3], [-0.3, -0.1, -0.2], [-0.1, -0.2, 0.3], [0.7, -0.1, -0.2], [0.2, -0.1, 0.3], [0.1, 0.0, -0.9], [-0.1, 0.4, 0.3], [-0.1, 0.3, 0.0], [-0.1, -0.1, 0.2], [-0.3, -0.3, 0.2], [0.1, 0.4, 0.1], [-0.3, 0.5, 0.1], [0.6, 0.1, 0.1], [0.2, -0.3, 0.1], [0.6, -0.1, 0.6], [-0.4, -3.0, -1.2], [-1.2, 0.4, 0.1], [1.6, 0.5, 1.9], [-0.6, 0.3, 1.2], [0.4, -1.0, -1.2], [0.7, -2.0, -0.9], [-0.3, 1.0, 0.1], [-0.4, 0.3, 0.3], [-1.1, 0.7, 0.4], [-1.5, 0.6, 1.3], [0.2, 0.1, -0.1], [0.0, 0.4, 0.2], [-0.3, -0.1, -0.4], [0.1, 0.7, -0.2], [-0.1, 0.0, 0.2], [0.3, -0.4, 0.3], [0.6, 0.0, 0.1], [-0.5, 0.8, -1.0], [-0.5, 0.4, -0.2], [-0.2, 0.3, 0.0], [0.2, -0.5, 0.0], [0.5, 0.4, 0.2], [0.9, 0.5, 0.0], [-0.1, -0.9, -0.5], [0.0, 0.0, -0.4], [0.8, -0.2, 0.3], [0.5, -0.7, -0.9], [-0.1, 0.5, -0.5], [-0.1, 1.0, 0.3], [-1.2, 0.1, 1.8], [-0.7, -2.9, -2.0], [1.1, -1.2, 1.1], [-2.6, 3.3, 1.0], [1.5, -0.7, -0.2], [-1.3, -2.2, -0.1], [0.2, 0.0, 0.8], [-0.2, -1.5, -0.8], [-0.5, 0.7, -0.1], [1.8, 0.6, -0.6], [0.0, 1.0, 2.5], [1.1, -0.2, -0.1], [0.1, 0.2, -0.4], [-0.6, 0.0, -0.1], [-0.2, 0.7, 0.1], [0.5, 0.9, -1.0], [0.2, 0.0, -0.4], [0.3, 0.0, -0.5], [-0.5, 0.6, 0.4], [0.1, -0.1, -0.2], [0.2, 0.1, -0.4], [0.6, -0.8, -0.1], [0.4, 0.3, -0.6], [-0.6, 0.0, -0.3], [-0.3, -0.4, 0.0], [-0.1, 0.5, 0.4], [-0.1, 0.3, -0.9], [0.2, -0.1, -0.6], [-0.3, -0.1, 0.3], [0.5, 1.1, 0.9], [0.1, -0.4, 0.2], [-0.3, 3.1, -1.8], [0.0, 0.2, 0.8], [-1.5, 4.1, -0.5], [1.7, -1.8, 0.6], [-1.9, -1.4, -0.2], [-0.2, -0.7, -1.7], [0.3, -0.4, 0.5], [-0.4, 0.7, 0.5], [2.0, 0.4, 0.2], [1.0, -1.4, 1.5], [-0.1, 0.0, 0.0], [0.1, -0.4, -0.8], [-0.6, -0.2, 0.2], [-0.6, 0.1, 0.9], [0.9, -0.6, 0.0], [0.5, -0.9, -0.2], [-0.1, -0.6, 0.1], [0.7, -0.8, 0.5], [0.0, 0.3, 0.4], [0.3, 0.0, -0.3], [-0.5, 0.3, -0.1], [0.2, 0.3, -0.3], [-0.2, -0.1, -0.1], [0.0, 0.7, 0.4], [-0.8, -0.4, -0.5], [-0.7, -0.1, -0.7], [0.3, -0.2, -0.6], [0.0, 0.4, 0.3], [0.0, -0.3, 0.6], [0.8, 0.0, 0.3], [-2.6, -0.4, -2.5], [-0.2, 1.9, -0.1], [0.3, -2.1, -1.1], [-0.8, -0.4, 2.1], [0.9, -0.4, 0.5], [2.1, -1.0, 0.2], [0.2, 0.5, 0.3], [-0.6, 0.4, -0.5], [-1.0, 1.6, 0.5], [2.7, 0.8, 0.6], [0.3, 0.0, -0.4], [0.1, 0.1, 0.1], [-0.1, -0.1, 0.1], [0.0, 0.2, 0.3], [0.0, -0.6, -0.4], [0.0, 0.0, 0.1], [-0.7, 0.3, 0.1], [0.8, 0.2, 0.8], [-0.2, 0.1, -0.4], [-0.2, -0.4, -0.2], [0.1, 0.0, -0.5], [-0.2, 0.1, 0.3], [-0.3, 0.1, 0.2], [0.3, -0.3, -0.3], [-0.1, 0.2, -0.3], [0.3, 0.2, -0.2], [-0.7, 0.0, 0.2], [-0.6, -1.0, 0.7], [-0.5, -0.3, -0.2], [1.0, -0.9, -2.0], [-1.4, 1.4, -3.4], [-0.4, -4.0, 3.2], [1.1, 3.2, 2.2], [-0.3, -0.2, -0.2], [0.2, 0.2, 0.3], [0.0, 0.7, -0.2], [-0.1, -0.3, 0.2], [0.4, -0.9, -0.4], [0.8, 6.0, -1.4], [-1.9, 1.2, 6.2], [0.7, -5.4, -3.8], [-0.5, -0.4, 0.3], [0.2, 0.5, -0.1], [0.0, -0.9, 0.1], [0.3, -0.1, -0.9]], "lowdin_charge": [-0.060, -0.500, -0.145, -0.179, -0.133, -0.478, -0.088, -0.015, -0.010, -0.090, -0.002, 0.086, 0.088, 0.087, 0.119, 0.122, 0.096, 0.097, 0.115, 0.110, 0.076, 0.051, 0.079, 0.090, 0.093, 0.092, 0.063, 0.062, 0.076, 0.104, -0.033, -0.454, -0.073, -0.207, -0.153, -0.475, -0.152, -0.019, -0.044, -0.031, -0.039, 0.073, 0.077, 0.077, 0.099, 0.100, 0.086, 0.114, 0.123, 0.126, 0.088, 0.085, 0.067, 0.061, 0.088, 0.072, 0.091, 0.088, 0.069, 0.105, 0.022, -0.401, -0.112, -0.129, -0.105, -0.402, 0.101, 0.114, -0.010, -0.001, 0.011, 0.068, 0.088, 0.112, 0.120, 0.117, 0.097, 0.112, 0.117, 0.117, 0.099, 0.092, 0.077, 0.084, 0.085, 0.088, 0.081, 0.093, 0.105, 0.109, -0.033, -0.467, -0.122, -0.209, -0.144, -0.425, -0.120, 0.006, -0.016, -0.045, -0.018, 0.087, 0.054, 0.064, 0.112, 0.090, 0.111, 0.117, 0.114, 0.118, 0.062, 0.078, 0.070, 0.076, 0.080, 0.072, 0.086, 0.077, 0.046, 0.080, -0.031, -0.469, -0.134, -0.141, -0.137, -0.471, -0.109, -0.023, -0.049, -0.011, -0.015, 0.081, 0.083, 0.082, 0.115, 0.125, 0.104, 0.101, 0.102, 0.119, 0.058, 0.082, 0.077, 0.078, 0.053, 0.053, 0.045, 0.077, 0.083, 0.095, -0.827, 0.049, 0.155, 0.169, 0.104, 0.123, 0.111, 0.126, -0.892, 0.085, 0.182, 0.167, 0.130, 0.122, 0.088, 0.120]}